The following is a DFT calculation (ωB97M-V/def2-TZVPD) of the molecule C21H25N3O3S.

Last column: Mulliken charge in e.
Element x y z (Å)
C: -0.4884 -4.2521 4.4684  -1.04
C: 0.4522 -4.9917 3.5214  -0.43
O: 1.3674 -4.1268 2.8783  -0.47
C: 0.9633 -3.3654 1.8299  0.92
C: -0.2958 -3.3873 1.2387  -0.76
C: -0.5749 -2.5797 0.1512  -1.01
C: 0.3847 -1.7191 -0.3771  0.80
C: 0.1161 -0.8361 -1.5091  0.59
C: -1.0145 -1.1163 -2.4742  -1.78
C: -2.1732 -0.1162 -2.3289  0.37
C: -3.2728 -0.6217 -1.4291  0.22
O: -3.4472 -1.7625 -1.0936  -0.61
O: -4.0872 0.3686 -1.0496  -0.42
N: 0.9052 0.1671 -1.6304  -0.30
N: 0.7882 1.0713 -2.6136  -0.12
C: 1.5009 2.2331 -2.5619  0.19
S: 1.1396 3.4272 -3.6409  -0.43
N: 2.4844 2.2802 -1.6441  -0.08
C: 2.9348 3.5236 -1.0710  -0.91
C: 2.2943 3.7456 0.3130  -1.17
C: 0.8206 3.4541 0.2383  0.47
C: 0.3213 2.2331 0.6741  -0.32
C: -1.0187 1.9239 0.5194  -0.20
C: -1.8755 2.8318 -0.0793  -0.46
C: -1.3867 4.0539 -0.5116  -0.62
C: -0.0484 4.3627 -0.3531  -0.36
C: 1.6476 -1.7003 0.2292  -0.28
C: 1.9330 -2.5037 1.3050  -0.92
H: -1.1309 -4.9655 4.9771  0.35
H: -1.1079 -3.5421 3.9261  0.34
H: 0.0902 -3.7062 5.2094  0.31
H: -0.1131 -5.5745 2.7841  0.34
H: 1.0847 -5.6791 4.0905  0.31
H: -1.0768 -4.0321 1.6096  0.40
H: -1.5706 -2.6151 -0.2609  0.29
H: -1.3950 -2.1265 -2.3299  0.63
H: -0.6112 -1.0619 -3.4902  0.47
H: -1.8415 0.8477 -1.9362  -0.05
H: -2.6423 0.0697 -3.2995  0.43
H: -4.8075 0.0265 -0.4963  0.38
H: 0.0815 1.0128 -3.3427  0.30
H: 2.4955 1.4704 -1.0322  0.28
H: 2.6418 4.3179 -1.7613  0.41
H: 4.0251 3.5106 -0.9867  0.34
H: 2.7653 3.0809 1.0403  0.35
H: 2.4713 4.7770 0.6203  0.43
H: 0.9812 1.5107 1.1343  0.33
H: -1.3866 0.9653 0.8580  0.43
H: -2.9190 2.5867 -0.2138  0.38
H: -2.0493 4.7643 -0.9831  0.41
H: 0.3294 5.3118 -0.7039  0.41
H: 2.4063 -1.0500 -0.1764  0.42
H: 2.9090 -2.4963 1.7644  0.43

Atomic forces in eV per Å
C 0.3 -0.1 -0.3
C -0.3 -0.2 0.3
O 0.2 0.2 -0.2
C 0.0 0.2 -0.2
C 0.1 -0.3 0.4
C 0.2 0.3 -0.2
C 0.1 -0.4 0.5
C 0.0 0.5 -0.7
C 0.0 0.2 0.1
C 0.0 -0.1 0.0
C 0.0 -0.1 0.0
O 0.0 -0.2 0.0
O -0.3 0.6 0.1
N 0.2 -0.4 0.6
N -0.5 -0.4 -0.4
C 0.3 0.1 -0.1
S -0.2 0.4 -0.4
N -0.2 -0.5 0.1
C 0.2 0.4 0.1
C 0.0 -0.1 -0.3
C 0.0 0.1 0.2
C 0.0 0.1 0.1
C -0.1 -0.1 0.0
C -0.1 0.0 0.0
C 0.0 0.1 0.0
C 0.0 0.0 0.1
C -0.1 -0.1 0.0
C -0.1 -0.1 0.2
H -0.1 -0.1 0.1
H -0.1 0.0 0.0
H 0.0 0.0 0.1
H 0.1 0.0 0.0
H -0.1 0.0 -0.1
H 0.0 -0.1 0.1
H -0.1 0.0 -0.1
H 0.1 0.0 -0.1
H 0.0 0.0 0.0
H 0.0 0.0 -0.1
H 0.0 0.1 0.0
H 0.2 -0.2 -0.1
H 0.2 0.1 0.2
H 0.0 0.1 -0.1
H 0.1 -0.1 0.1
H -0.1 0.1 0.0
H 0.0 0.0 0.1
H 0.1 0.0 0.1
H 0.1 -0.1 0.0
H -0.1 -0.1 0.0
H -0.1 0.0 0.0
H -0.1 0.1 0.0
H 0.1 0.1 -0.1
H 0.1 0.0 0.0
H 0.1 0.0 0.0

Results
- ΔE to the lowest compared entry with this formula, charge and spin: 2.0227 eV
- Structure (SMILES): CCOc1ccc(/C(CCC(=O)O)=N/NC(=S)NCCc2ccccc2)cc1
- Electronic energy: -43631.276 eV
- Net charge: 0
- Frontier orbital gap: 8.146 eV
- LUMO energy: 0.39 eV



The following is a DFT calculation (ωB97M-V/def2-TZVPD) of the molecule C21H25N3O4.

Last column: Mulliken charge in e.
Element x y z (Å)
C: -5.8599 -3.2259 -0.1833  -1.12
C: -6.8046 -2.0360 -0.0918  -0.27
O: -6.1127 -0.8407 0.2669  -0.41
C: -5.4782 -0.2061 -0.7462  0.78
O: -5.5255 -0.5503 -1.9036  -0.66
N: -4.7943 0.8744 -0.3054  0.16
C: -4.7180 1.2655 1.0863  -0.64
C: -3.3560 1.9404 1.3345  -0.99
N: -2.2979 1.3575 0.5334  -0.10
C: -2.0370 -0.0407 0.8353  -0.37
C: -0.6110 -0.4462 0.4460  0.24
O: -0.3145 -1.5966 0.2115  -0.68
N: 0.2316 0.6146 0.4413  -0.05
C: 1.5959 0.6671 0.1504  0.63
C: 2.3437 -0.4634 -0.1657  -0.65
C: 3.6932 -0.3509 -0.4374  -0.13
C: 4.3203 0.8897 -0.3886  0.32
O: 5.6399 1.0788 -0.7076  -0.48
C: 6.5764 0.1340 -0.3793  0.48
C: 7.6964 0.0469 -1.2009  -0.61
C: 8.7115 -0.8378 -0.8919  -0.43
C: 8.6204 -1.6415 0.2325  -0.52
C: 7.5111 -1.5455 1.0549  -0.58
C: 6.4903 -0.6606 0.7590  -0.16
C: 3.5719 2.0234 -0.0850  -1.02
C: 2.2233 1.9114 0.1797  -0.45
C: -2.5334 1.6037 -0.8893  -0.76
C: -4.0353 1.6809 -1.2325  -0.90
H: -6.4288 -4.1269 -0.3935  0.39
H: -5.3210 -3.3556 0.7526  0.29
H: -5.1437 -3.0672 -0.9858  0.31
H: -7.5440 -2.1771 0.6995  0.31
H: -7.3086 -1.8802 -1.0510  0.32
H: -4.8239 0.3711 1.7024  0.42
H: -5.5364 1.9528 1.3374  0.38
H: -3.4057 3.0022 1.0795  0.39
H: -3.0899 1.8590 2.3906  0.42
H: -2.7278 -0.7425 0.3503  0.16
H: -2.1180 -0.1878 1.9168  0.51
H: -0.2199 1.5009 0.6436  0.20
H: 1.8610 -1.4255 -0.2039  0.52
H: 4.2630 -1.2307 -0.6972  0.51
H: 7.7521 0.6814 -2.0717  0.40
H: 9.5765 -0.9022 -1.5351  0.37
H: 9.4124 -2.3355 0.4696  0.38
H: 7.4382 -2.1600 1.9400  0.36
H: 5.6328 -0.5769 1.4108  0.46
H: 4.0632 2.9834 -0.0656  0.43
H: 1.6474 2.7949 0.4159  0.37
H: -2.0555 2.5521 -1.1602  0.35
H: -2.0540 0.8074 -1.4596  0.42
H: -4.2261 1.3007 -2.2362  0.38
H: -4.3909 2.7158 -1.1721  0.33

Atomic forces in eV per Å
C -0.1 0.4 0.0
C -0.2 -0.5 -0.3
O 0.2 0.3 0.0
C -0.1 0.0 0.1
O -0.1 -0.3 -0.3
N 0.1 0.0 0.1
C 0.0 0.0 0.3
C -0.1 0.0 0.0
N 0.0 -0.1 0.2
C 0.0 -0.1 0.0
C -0.3 0.3 0.1
O 0.0 -0.3 0.0
N -0.1 0.4 0.1
C 0.4 -0.1 -0.1
C -0.2 0.0 0.0
C 0.3 0.3 -0.1
C -0.5 -0.1 0.1
O 0.1 0.1 -0.1
C 0.4 -0.2 0.1
C -0.3 0.1 0.0
C 0.0 0.0 0.0
C 0.1 -0.1 0.0
C 0.1 0.0 0.0
C -0.2 0.2 0.0
C 0.3 -0.2 -0.1
C -0.1 -0.2 0.0
C -0.1 0.2 -0.2
C 0.1 0.0 -0.2
H 0.0 -0.1 0.0
H 0.0 -0.1 0.1
H 0.0 0.0 -0.1
H 0.1 0.0 -0.1
H 0.0 0.0 0.2
H 0.0 0.2 0.0
H 0.1 -0.1 0.1
H 0.0 0.0 0.1
H -0.1 0.1 0.0
H 0.1 0.0 0.0
H 0.0 0.0 0.0
H -0.1 -0.2 0.0
H 0.0 0.0 0.0
H 0.0 -0.1 0.0
H 0.0 0.1 -0.1
H 0.1 0.0 -0.1
H 0.1 -0.1 0.0
H 0.0 0.0 0.1
H 0.0 0.0 0.0
H 0.1 0.1 0.0
H -0.1 0.1 0.0
H 0.0 -0.1 -0.1
H 0.0 0.0 0.0
H 0.0 0.2 0.1
H 0.0 0.0 -0.1

Results
- ΔE to the lowest compared entry with this formula, charge and spin: 1.9755 eV
- Structure (SMILES): CCOC(=O)N1CCN(CC(=O)Nc2ccc(Oc3ccccc3)cc2)CC1
- Electronic energy: -34843.831 eV
- Net charge: 0
- Frontier orbital gap: 8.527 eV
- LUMO energy: 0.58 eV



The following is a DFT calculation (ωB97M-V/def2-TZVPD) of the molecule C21H25N3O4.

Last column: Mulliken charge in e.
Element x y z (Å)
C: -4.6195 -0.5457 -2.5871  -1.48
C: -3.7344 -0.8702 -1.4221  0.76
C: -2.9149 -1.9881 -1.4354  -1.01
C: -2.0755 -2.2837 -0.3738  -0.43
C: -2.0456 -1.4459 0.7318  0.68
O: -1.2435 -1.6271 1.8351  -0.55
C: -0.5321 -2.8345 1.9442  -0.45
C: 0.6037 -2.9876 0.9316  0.47
O: 1.0329 -4.0554 0.5652  -0.66
N: 1.0548 -1.7948 0.4708  0.33
N: 2.1187 -1.7143 -0.4105  -0.34
C: 3.3676 -1.3903 0.0115  0.38
O: 3.6096 -1.1153 1.1668  -0.65
C: 4.3660 -1.2616 -1.1227  -0.54
C: 4.4508 0.2255 -1.5252  -0.76
C: 3.0313 0.7813 -1.6114  0.54
O: 2.3579 0.6797 -2.6147  -0.65
N: 2.6139 1.3117 -0.4337  0.00
C: 1.3268 1.7303 -0.0571  0.33
C: 0.3216 1.9547 -0.9898  -0.77
C: -0.9183 2.4095 -0.5827  -0.75
C: -1.1818 2.6540 0.7570  0.49
C: -2.4924 3.2312 1.1973  -1.60
C: -0.1812 2.3887 1.6829  -0.62
C: 1.0700 1.9267 1.3080  1.33
C: 2.1191 1.6641 2.3509  -1.99
C: -2.8678 -0.3231 0.7602  -0.47
C: -3.6984 -0.0445 -0.3039  -0.43
H: -4.1127 0.1490 -3.2578  0.28
H: -5.5427 -0.0770 -2.2536  0.38
H: -4.8628 -1.4421 -3.1521  0.38
H: -2.9269 -2.6487 -2.2902  0.36
H: -1.4561 -3.1655 -0.4263  0.42
H: -0.0898 -2.8252 2.9457  0.31
H: -1.1918 -3.7076 1.8648  0.38
H: 0.7104 -0.9261 0.8653  0.11
H: 1.9309 -1.9735 -1.3702  0.24
H: 4.0500 -1.8592 -1.9767  0.26
H: 5.3416 -1.6071 -0.7814  0.37
H: 5.0377 0.7764 -0.7902  0.29
H: 4.9273 0.3106 -2.5014  0.40
H: 3.2708 1.2821 0.3334  0.27
H: 0.5215 1.7790 -2.0331  0.53
H: -1.6846 2.5872 -1.3222  0.38
H: -2.4162 4.3182 1.2498  0.43
H: -2.7692 2.8698 2.1852  0.36
H: -3.2815 2.9836 0.4925  0.30
H: -0.3796 2.5554 2.7326  0.31
H: 2.9280 2.3935 2.2788  0.42
H: 2.5480 0.6658 2.2549  0.35
H: 1.6853 1.7493 3.3439  0.40
H: -2.8385 0.3119 1.6301  0.54
H: -4.3384 0.8249 -0.2651  0.35

Atomic forces in eV per Å
C 0.1 0.1 0.0
C 0.0 -0.1 0.0
C -0.1 0.2 0.0
C 0.2 -0.1 0.3
C -0.2 0.1 -0.1
O 0.0 0.2 0.0
C 0.0 -0.4 0.1
C 0.0 0.1 0.0
O 0.0 -0.3 0.1
N 0.5 0.6 -0.2
N -0.7 -0.4 0.0
C 0.0 -0.3 -0.1
O 0.3 0.1 0.3
C 0.0 0.1 0.2
C -0.2 0.0 -0.1
C 0.6 0.1 -0.1
O -0.2 -0.1 -0.2
N 0.1 0.3 0.5
C -0.4 0.0 0.0
C 0.1 0.0 -0.2
C 0.1 0.0 0.2
C 0.0 0.0 0.0
C 0.1 0.1 0.0
C 0.0 0.0 -0.2
C 0.0 -0.1 0.0
C 0.0 0.0 0.0
C 0.2 -0.2 0.1
C 0.1 -0.1 0.0
H 0.0 0.0 -0.1
H -0.1 0.0 0.0
H -0.1 0.0 -0.1
H 0.0 -0.1 -0.1
H 0.0 -0.1 0.0
H 0.0 -0.1 -0.1
H 0.1 0.1 -0.1
H 0.0 -0.1 -0.2
H 0.0 0.1 0.2
H 0.0 0.0 0.0
H -0.1 -0.1 0.0
H 0.0 0.0 0.0
H -0.1 0.1 0.1
H 0.0 -0.1 -0.2
H 0.0 0.0 0.0
H -0.1 0.0 -0.1
H -0.1 0.1 0.0
H -0.1 0.0 0.1
H -0.1 0.0 0.0
H 0.0 0.0 0.1
H 0.1 0.0 0.0
H 0.1 0.0 0.0
H 0.0 0.0 0.1
H 0.0 0.1 0.1
H -0.1 0.1 0.0

Results
- ΔE to the lowest compared entry with this formula, charge and spin: 1.5924 eV
- Structure (SMILES): Cc1ccc(OCC(=O)NNC(=O)CCC(=O)Nc2ccc(C)cc2C)cc1
- Electronic energy: -34844.214 eV
- Net charge: 0
- Frontier orbital gap: 9.047 eV
- LUMO energy: 0.71 eV



The following is a DFT calculation (ωB97M-V/def2-TZVPD) of the molecule C21H25N5O2S.

Last column: Mulliken charge in e.
Element x y z (Å)
C: 9.2891 0.2399 0.5673  -1.40
C: 7.9242 0.4807 0.3725  0.62
C: 7.4040 1.7848 -0.0175  -0.90
C: 5.8882 1.8932 -0.1163  0.51
O: 5.2862 2.7644 -0.5637  -0.51
N: 5.0380 0.6707 0.3000  0.56
N: 3.6851 0.9370 0.2463  -0.88
C: 3.3090 -0.4531 0.5575  0.49
N: 1.8660 -0.5758 0.6211  -0.03
C: 1.4805 -2.2044 0.6415  -1.39
C: 1.0164 -2.4779 -0.7752  -0.67
C: -0.0042 -1.5226 -1.1815  0.79
C: -1.2241 -1.4138 -0.6273  0.02
O: -1.5384 -1.9365 0.6612  -0.68
N: -2.3728 -1.0024 -1.3984  -0.24
C: -3.6751 -0.7216 -0.7458  -3.11
C: -3.8524 0.6128 -0.2944  1.97
C: -3.8152 1.6474 -1.1364  -1.94
C: -5.2851 0.4513 0.3658  0.22
C: -5.3703 0.9794 1.7080  -0.79
C: -6.7273 0.8168 2.4636  -0.59
C: -7.7640 0.6656 1.6690  -0.19
C: -7.6877 0.6301 0.1792  -0.59
C: -6.4889 0.4589 -0.5060  -0.68
C: 0.5490 -0.1819 -1.1608  -1.09
C: 0.8988 0.3583 0.1750  -1.10
S: 4.4719 -1.6087 0.8368  -0.28
C: 5.6226 -0.5252 0.7638  0.55
N: 6.9650 -0.5571 0.5496  -0.66
H: 9.5397 -0.5407 -0.2238  0.27
H: 9.6706 0.0046 1.4015  0.44
H: 9.8714 1.0429 0.3138  0.42
H: 7.9060 2.5815 -0.2738  0.57
H: 2.2443 -2.6064 1.1841  1.10
H: 0.4594 -1.9752 1.4666  0.18
H: 0.4958 -3.4799 -0.4566  0.30
H: 1.9414 -2.6925 -1.2402  0.38
H: -0.2205 -1.7783 -2.2843  0.38
H: -2.2348 -0.4914 -2.0471  0.29
H: -4.4432 -1.0401 -1.4182  0.59
H: -3.7853 -1.3727 -0.2189  1.51
H: -3.3181 0.8827 0.7153  0.11
H: -4.4743 1.4195 -2.2265  0.11
H: -2.9033 1.8225 -1.6635  0.45
H: -4.0256 2.5300 -0.8718  0.69
H: -4.4861 0.9385 2.1640  0.49
H: -6.6738 1.1992 3.4579  0.38
H: -8.8005 0.6662 2.0765  0.30
H: -8.6142 0.2733 -0.3884  0.23
H: -6.3682 0.3787 -1.4278  0.72
H: -0.0045 0.5388 -1.5003  0.77
H: 1.5077 0.1265 -1.9304  0.29
H: 1.6099 1.2239 0.2860  0.54
H: 0.2173 0.1384 0.9511  0.46

Atomic forces in eV per Å
C -0.1 -1.7 -7.3
C -7.9 3.2 -0.3
C -4.3 -7.9 2.5
C 3.6 -4.7 1.5
O -2.5 4.1 -1.7
N 2.8 2.9 0.6
N 1.1 -7.6 1.5
C -7.1 7.6 -1.8
N 6.7 -6.9 2.2
C -5.7 8.0 2.1
C -0.8 -5.1 5.5
C 4.1 -0.4 -6.5
C -11.1 -3.7 8.6
O 1.8 3.2 -7.0
N 0.2 -8.2 11.9
C 4.6 8.7 -12.0
C -2.6 -3.1 9.0
C 0.4 -1.5 -10.9
C -1.3 4.4 0.7
C -6.3 -4.2 -2.8
C 6.0 2.2 -2.0
C -3.4 0.1 -3.0
C -0.4 -2.6 0.3
C 0.1 0.9 11.3
C 5.8 2.7 -1.8
C 3.9 -1.0 0.8
S -2.7 -5.2 1.1
C 6.7 8.4 -4.3
N 0.6 -1.5 2.0
H 0.1 0.5 1.2
H 1.9 -2.6 6.7
H 1.1 2.5 -1.1
H 2.8 4.0 -1.2
H 1.9 -1.8 0.8
H 3.0 -1.7 -2.7
H 0.7 1.1 -1.7
H 0.3 0.3 -1.9
H 0.3 0.5 1.2
H 2.8 8.1 -11.0
H -0.6 0.6 -1.5
H -1.8 -12.5 12.3
H 0.2 -0.8 -2.1
H 1.2 0.6 3.0
H 1.5 -0.3 -0.1
H -2.3 6.5 2.7
H 3.3 0.6 2.5
H -0.6 -0.5 0.8
H 0.9 -0.1 -0.3
H 1.0 1.3 0.9
H 0.5 -0.9 -8.1
H -4.4 3.6 -2.6
H -2.1 -1.8 2.2
H -2.1 0.5 -0.7
H -1.9 1.2 0.6

Results
- ΔE to the lowest compared entry with this formula, charge and spin: 19.8438 eV
- Structure (SMILES): Cc1cc(=O)n2nc(N3CCC(C(=O)NC[C@@H](C)c4ccccc4)CC3)sc2n1
- Electronic energy: -44545.553 eV
- Net charge: 0
- Frontier orbital gap: 7.546 eV
- LUMO energy: 0.23 eV